[1]
{"formula": "C3H6ClNO", "method": "ωB97M-V/def2-TZVPD", "relative_energy_kcal_mol": 210.6, "multiplicity": 1, "homo_ev": -9.75, "symbols": ["Cl", "O", "N", "C", "C", "C", "H", "H", "H", "H", "H", "H"], "positions_angstrom": [[-2.35938, 0.90706, -0.27089], [1.00249, -0.61156, -0.18155], [2.33521, 0.05889, 0.28303], [-0.13504, -0.03274, 0.56514], [-1.13919, -0.13939, -0.71790], [3.19136, -1.03938, 0.57569], [-1.64645, -1.16477, -0.79875], [-0.74575, 0.28534, -1.81048], [2.96823, -2.83963, 0.89315], [0.05500, 1.08111, 0.78101], [4.06893, -0.37088, 0.87251], [-0.45953, -0.66193, 1.60119]], "forces_ev_per_angstrom": [[-3.4, 2.4, 0.6], [1.7, 1.8, 2.6], [0.8, -8.6, 0.3], [0.6, -1.0, -2.0], [1.4, -1.2, -0.5], [-3.1, 4.7, 0.1], [1.4, 1.3, -0.2], [-0.3, -1.6, 3.2], [0.4, 4.5, -1.0], [-0.3, -1.8, -0.2], [0.0, -2.2, -0.1], [0.8, 1.7, -3.1]]}

***

[2]
{"formula": "C19H24N2O6S", "method": "ωB97M-V/def2-TZVPD", "relative_energy_kcal_mol": 409.1, "multiplicity": 1, "homo_ev": -8.41, "smiles": "COc1ccc(S(=O)(=O)N[C@@H](CC(=O)NC[C@@H]2CCCO2)c2ccco2)cc1", "symbols": ["S", "O", "O", "O", "O", "O", "O", "N", "N", "C", "C", "C", "C", "C", "C", "C", "C", "C", "C", "C", "C", "C", "C", "C", "C", "C", "C", "C", "H", "H", "H", "H", "H", "H", "H", "H", "H", "H", "H", "H", "H", "H", "H", "H", "H", "H", "H", "H", "H", "H", "H", "H"], "positions_angstrom": [[-0.27514, 0.22592, -1.17067], [4.02210, 1.61748, 0.98441], [2.32287, -1.69402, 1.07576], [0.63159, -1.08568, -1.82175], [-0.48786, 3.86565, 0.31871], [-5.34792, -1.84455, 0.31738], [-0.29696, 1.45429, -1.74123], [0.47361, 0.36452, 0.31560], [3.22647, 0.37265, -0.70624], [-1.91043, -1.81722, 0.04948], [-0.44186, 2.50943, 0.83047], [-1.66464, 4.25804, 0.09358], [-3.06554, -2.41938, 0.20341], [2.06918, -2.85715, 0.24954], [0.87453, 1.57084, 0.88917], [-1.57134, 2.38268, 1.09339], [-5.63900, -3.16019, 1.10210], [-1.86479, -0.65204, -0.50097], [-4.20369, -0.28648, -0.72907], [3.52644, -3.68533, 0.20415], [1.98326, 2.15933, -0.01475], [3.23678, 1.61755, 0.05102], [4.09158, -0.70719, -0.74086], [-2.49790, 3.43482, 0.90192], [3.80647, -1.53096, 0.69062], [-2.93778, 0.21035, -1.10900], [4.57562, -2.62452, 0.72679], [-4.19510, -1.56559, 0.01565], [1.71115, 2.32644, -0.99956], [1.25502, 1.69770, 1.87310], [1.11106, -0.35698, 0.79520], [-1.77589, 5.34598, -0.19154], [2.34640, 3.18339, 0.42242], [-2.87186, 1.32806, -1.48640], [1.58218, -2.80798, -0.76252], [3.75141, -3.70702, -1.10668], [-3.58290, 3.56111, 1.11802], [-6.74164, -3.22466, 1.08972], [-2.00168, 1.55603, 1.41449], [-3.27061, -3.11928, 0.92514], [-5.15400, -4.01040, 0.42721], [-0.91944, -2.16974, 0.12574], [3.45700, -4.86256, 0.35279], [2.36808, 0.31869, -1.35961], [5.11409, -0.40350, -0.57748], [4.26635, -0.89675, 1.52430], [1.58811, -3.63484, 0.95578], [5.40408, -2.73149, 0.13805], [-5.02086, 0.17272, -0.87616], [-5.18547, -3.10416, 1.95345], [4.68163, -3.16915, 1.54311], [4.06390, -1.29152, -1.46403]], "forces_ev_per_angstrom": [[4.5, -13.9, 4.1], [0.7, 2.0, 0.0], [3.2, -1.2, -2.7], [-3.7, 5.6, 1.9], [7.4, -1.1, -2.2], [-7.2, -4.2, 3.7], [-1.2, 5.5, -3.3], [0.9, -2.6, 2.5], [-3.3, 3.6, -3.3], [4.1, -0.7, -0.5], [14.6, 4.4, -3.9], [-4.7, 2.1, 3.6], [-5.1, 1.6, 0.9], [0.8, -4.4, 2.4], [-1.8, 4.8, -3.1], [-15.0, -2.6, 4.7], [-1.5, -0.1, -8.5], [0.0, 9.4, -6.7], [9.0, -4.0, 1.2], [-1.5, -0.5, -7.3], [-1.5, 6.8, 2.4], [3.5, -9.5, 1.0], [0.3, 3.5, 10.3], [-0.1, 2.4, -3.3], [-1.6, 9.2, 1.4], [-1.4, -0.8, 2.9], [-1.7, -7.7, -1.9], [4.9, 2.3, -3.6], [-1.0, 0.3, -1.8], [0.1, -1.4, 1.1], [-1.3, 0.0, -2.1], [0.1, -1.6, -0.1], [-1.7, -0.8, -0.7], [0.4, -2.8, 0.5], [0.5, 0.8, 1.3], [-0.7, -0.2, 3.5], [1.2, -0.6, -0.3], [0.8, 0.1, 0.3], [-1.5, -4.2, 1.9], [0.2, -2.3, 1.1], [-1.2, 1.6, 1.5], [0.9, -1.4, 0.8], [0.4, 2.8, 0.6], [2.2, -0.3, 1.3], [0.5, 0.3, 0.0], [-1.4, 0.3, -1.2], [-0.5, 1.5, -1.3], [2.2, 0.5, -1.5], [-6.1, 3.2, -1.1], [2.4, 0.4, 5.3], [1.6, -0.9, 5.1], [-0.9, -5.0, -6.9]]}